Molecular formula: C2H7NS2
Method: DFT, wB97M-V/def2-TZVPD

```
! wB97M-V def2-TZVPD RIJCOSX def2/J DEFGRID3
* xyz 0 1
C -3.1639 -0.2861 -1.6636
N -3.0014 0.9186 -1.9687
H -4.2259 -0.5413 -1.4474
H -2.5895 -1.1778 -1.4230
H -3.7966 1.5418 -1.9484
C 1.4708 -1.0482 -0.8739
S 1.9126 -0.6332 0.8500
S 0.4809 0.8700 1.3250
H 1.9584 -1.8879 -1.3608
H 0.4183 -1.3024 -0.8253
H 1.5735 -0.1712 -1.5077
H -0.6474 1.2029 0.6482
*
```

## Properties
SMILES ... C=N.CSS
ΔE to the lowest compared entry with this formula, charge and spin ... 238.3 kJ/mol
HOMO-LUMO gap ... 8.136 eV
Highest occupied orbital energy ... -8.24 eV

=====

Molecular formula: C2H7NS2
Method: DFT, wB97M-V/def2-TZVPD

```
! wB97M-V def2-TZVPD RIJCOSX def2/J DEFGRID3
* xyz 0 1
N 0.5221 -1.5400 -1.2600
C 0.5710 -0.3356 -0.2236
C -0.7863 -0.2286 0.3893
S -0.9345 0.8634 1.6846
S 0.4938 2.3528 1.4839
H 0.8359 -1.0710 -2.0778
H -0.4776 -1.8648 -1.1869
H 1.3122 -0.6545 0.4230
H 1.0448 0.4550 -0.7525
H -1.5709 -0.2595 -0.3624
H -0.9343 -1.1088 1.0196
H -0.0762 3.3915 0.8629
*
```

## Properties
SMILES ... NCCSS
ΔE to the lowest compared entry with this formula, charge and spin ... 113.1 kJ/mol
HOMO-LUMO gap ... 9.651 eV
Highest occupied orbital energy ... -9.21 eV

=====

Molecular formula: C2H7O
Method: DFT, wB97M-V/def2-TZVPD

```
! wB97M-V def2-TZVPD RIJCOSX def2/J DEFGRID3
* xyz -1 1
O -1.6212 0.8966 0.5137
H -2.1140 0.0917 0.7489
C 0.8150 -1.1386 -0.2383
C 0.8449 0.3637 -0.3004
H 0.6850 -1.7525 -1.1516
H 0.0848 -1.5847 0.4262
H 1.7695 -1.6480 0.0517
H 0.4070 0.8764 0.5870
H 1.8795 0.8065 -0.3719
H 0.2985 0.6879 -1.1681
*
```

## Properties
ΔE to the lowest compared entry with this formula, charge and spin ... 54.5 kJ/mol
HOMO-LUMO gap ... 6.608 eV
Highest occupied orbital energy ... -2.02 eV

=====

no.,E_tot (eV)
1,-25345.5780
2,-25346.8759
3,-4233.7341